# C2H4N2O2S

One molecule with the formula C2H4N2O2S in a non-equilibrium geometry (ωB97M-V/def2-TZVPD, the Open Molecules 2025 dataset).

```
! wB97M-V def2-TZVPD RIJCOSX def2/J DEFGRID3
* xyz 0 1
S 3.17 -0.19 -0.06
O -1.41 -1.82 -0.15
O -0.82 1.55 -0.36
N -1.35 0.42 0.28
N 0.62 -0.90 -0.08
C -0.78 -0.80 -0.03
C 1.56 0.02 0.08
H 1.17 1.03 0.12
H -0.69 2.19 0.35
H 0.88 -1.86 -0.20
H -2.35 0.37 0.05
*
```

ΔE to the lowest compared entry with this formula, charge and spin = 39.6 kcal/mol
SMILES = O=C(NO)NC=S
Highest occupied orbital energy = -8.852 eV
Gap between HOMO and LUMO = 8.797 eV
Energy = -736.7418 Ha

# C9H14

A 2-piece molecular cluster, C9H14 overall in a non-equilibrium geometry (ωB97M-V/def2-TZVPD, the Open Molecules 2025 dataset).

```
! wB97M-V def2-TZVPD RIJCOSX def2/J DEFGRID3
* xyz 0 1
C 1.77 -1.45 1.24
C -1.90 1.36 -0.89
C 0.81 -0.97 -0.90
C 1.68 0.08 -1.11
C -2.21 2.50 0.08
C 2.59 -0.34 1.15
C -0.58 -2.36 0.57
C 2.52 0.50 0.00
C 0.63 -1.55 0.40
H 3.20 1.34 -0.10
H 0.22 -1.37 -1.74
H 1.76 -2.19 1.99
H -2.19 0.41 -0.50
H 1.62 0.71 -2.03
H 3.38 -0.22 1.95
H -2.49 1.47 -1.92
H -3.28 2.77 -0.13
H -0.79 1.35 -1.05
H -0.98 -2.38 1.62
H -1.98 2.24 1.18
H -0.76 -3.40 0.26
H -1.49 3.29 -0.22
H -1.51 -1.77 0.13
*
```

ΔE to the lowest compared entry with this formula, charge and spin = 42.9 kcal/mol
SMILES = Cc1ccccc1.CC
Highest occupied orbital energy = -8.670 eV
Gap between HOMO and LUMO = 9.561 eV
Energy = -351.2617 Ha

# C4H11NS

A 2-piece molecular cluster, C4H11NS overall in a non-equilibrium geometry (ωB97M-V/def2-TZVPD, the Open Molecules 2025 dataset).

```
! wB97M-V def2-TZVPD RIJCOSX def2/J DEFGRID3
* xyz 0 1
S 1.72 -0.74 -0.21
N -2.68 -0.70 0.34
C 0.04 -0.38 0.38
C -2.27 0.81 0.04
C 2.52 0.96 0.21
C -0.88 0.64 -0.53
H -0.74 -1.23 0.32
H 3.62 0.78 0.22
H 0.28 -0.11 1.42
H -2.19 -1.84 -0.63
H 1.94 1.92 -0.30
H -2.67 1.30 -0.92
H -0.35 1.61 -0.70
H -3.87 -0.43 0.08
H -1.11 0.05 -1.43
H 2.37 1.04 1.37
H -2.54 1.62 0.87
*
```

ΔE to the lowest compared entry with this formula, charge and spin = 144.7 kcal/mol
Highest occupied orbital energy = -8.332 eV
Gap between HOMO and LUMO = 8.177 eV
Energy = -611.7115 Ha